w | Density functional theory data (the ωB97M-V functional and the def2-TZVPD basis) for 2 unconnected molecules or ions with the total composition C16H17NO.

Each atom is followed by the atoms it is bonded to, with distances in Å.
Element x y z (Å)
1 C 2.57174 -0.07739 -1.91285  C2 1.513, H11 1.155, H12 1.026, H13 1.154
2 C 1.60511 -0.91724 -1.10669  C1 1.513, C3 1.387, C10 1.424
3 C 0.31627 -1.33093 -1.41075  C2 1.387, N4 1.443, H14 1.008
4 N -0.14037 -2.18397 -0.34059  C3 1.443, C5 1.304, H15 0.953
5 C 0.73602 -2.24414 0.62353  N4 1.304, C6 1.368, C10 1.473
6 C 0.80438 -3.00229 1.75998  C5 1.368, C7 1.422, H16 1.093
7 C 1.85682 -2.73339 2.67762  C6 1.422, C8 1.412, H17 0.987
8 C 3.00835 -2.00188 2.31195  C7 1.412, C9 1.414, H18 1.116
9 C 3.03120 -1.36847 1.04807  C8 1.414, C10 1.430, H19 1.074
10 C 1.89523 -1.44876 0.18267  C2 1.424, C5 1.473, C9 1.430
11 H 1.93877 0.84555 -2.19792  C1 1.155
12 H 2.78547 -0.53502 -2.80634  C1 1.026
13 H 3.64448 0.16079 -1.56178  C1 1.154
14 H -0.18472 -0.98154 -2.21262  C3 1.008
15 H -0.79212 -2.85418 -0.52671  N4 0.953
16 H 0.04981 -3.71975 2.09208  C6 1.093
17 H 1.87565 -2.97404 3.63465  C7 0.987
18 H 3.91095 -1.85544 2.95166  C8 1.116
19 H 3.91157 -0.87077 0.68766  C9 1.074
20 C -2.56253 1.63853 2.19288  C21 1.549, H28 1.117, H29 1.069, H30 1.172
21 C -2.36085 1.65880 0.65757  C20 1.549, C22 1.458, C27 1.397
22 C -1.00991 1.55270 0.12023  C21 1.458, C23 1.344, H31 1.085
23 C -0.61591 1.86183 -1.12702  C22 1.344, C24 1.384, H32 1.145
24 C -1.70654 2.17048 -1.92099  C23 1.384, O25 1.370, C26 1.397
25 O -1.56492 2.58828 -3.21786  C24 1.370, H33 1.029
26 C -3.07159 2.13456 -1.62734  C24 1.397, C27 1.399, H34 1.070
27 C -3.35287 2.00357 -0.26326  C21 1.397, C26 1.399, H35 1.095
28 H -2.73336 0.54381 2.33547  C20 1.117
29 H -3.45262 1.90603 2.72200  C20 1.069
30 H -1.60494 1.99322 2.76705  C20 1.172
31 H -0.37721 0.97936 0.78917  C22 1.085
32 H 0.39794 1.69159 -1.63206  C23 1.145
33 H -0.59586 2.86498 -3.42591  O25 1.029
34 H -3.80917 2.51122 -2.30533  C26 1.070
35 H -4.40425 1.99391 0.04179  C27 1.095

* 2S+1: 1
* LUMO level: 0.69 eV
* SMILES: Cc1c[nH]c2ccccc12.Cc1ccc(O)cc1
* total charge: 0
* HOMO-LUMO gap: 8.516 eV
* molecular weight: 239.32 g/mol


x | Density functional theory data (the ωB97M-V functional and the def2-TZVPD basis) for 2 unconnected molecules or ions with the total composition C16H17NO.

Each atom is followed by the atoms it is bonded to, with distances in Å.
Element x y z (Å)
1 C -4.10501 1.08155 -0.12586  C2 1.488, H11 1.093, H12 1.083, H13 1.091
2 C -2.92777 1.02426 0.78272  C1 1.488, C3 1.378, C10 1.424
3 C -2.11627 2.10400 1.05417  C2 1.378, N4 1.422, H14 1.059
4 N -0.96221 1.59387 1.70983  C3 1.422, C5 1.348, H15 1.003
5 C -1.17963 0.33995 2.15318  N4 1.348, C6 1.347, C10 1.483
6 C -0.40667 -0.53854 2.82039  C5 1.347, C7 1.408, H16 1.139
7 C -0.86826 -1.86465 2.93055  C6 1.408, C8 1.391, H17 1.085
8 C -2.08273 -2.24757 2.37110  C7 1.391, C9 1.396, H18 1.082
9 C -2.98912 -1.36636 1.77793  C8 1.396, C10 1.408, H19 1.057
10 C -2.43324 -0.10346 1.49753  C2 1.424, C5 1.483, C9 1.408
11 H -4.32978 2.11471 -0.40422  C1 1.093
12 H -4.97427 0.60550 0.30991  C1 1.083
13 H -3.84333 0.86959 -1.16329  C1 1.091
14 H -2.16687 3.08791 0.66610  C3 1.059
15 H -0.04143 1.97570 1.59817  N4 1.003
16 H 0.49243 -0.30503 3.47879  C6 1.139
17 H -0.16670 -2.51991 3.43526  C7 1.085
18 H -2.36441 -3.25357 2.65307  C8 1.082
19 H -3.91874 -1.60032 1.33151  C9 1.057
20 C 2.97049 -2.16721 -2.97251  C21 1.486, H28 1.101, H29 1.094, H30 1.077
21 C 2.62630 -0.86611 -2.34228  C20 1.486, C22 1.390, C27 1.389
22 C 3.62925 0.09540 -2.36400  C21 1.390, C23 1.384, H31 1.084
23 C 3.47843 1.20901 -1.55657  C22 1.384, C24 1.370, H32 1.095
24 C 2.34236 1.42523 -0.82255  C23 1.370, O25 1.385, C26 1.415
25 O 2.07264 2.54485 -0.05285  C24 1.385, H33 0.963
26 C 1.23496 0.54595 -0.88607  C24 1.415, C27 1.388, H34 1.079
27 C 1.46156 -0.60204 -1.63267  C21 1.389, C26 1.388, H35 1.090
28 H 2.71456 -2.10894 -4.04185  C20 1.101
29 H 2.41195 -3.09718 -2.82770  C20 1.094
30 H 4.02746 -2.35165 -3.06780  C20 1.077
31 H 4.45869 0.03271 -3.05915  C22 1.084
32 H 4.09808 2.11174 -1.57107  C23 1.095
33 H 2.85788 2.90658 0.37025  O25 0.963
34 H 0.29950 0.70467 -0.37219  C26 1.079
35 H 0.69990 -1.38062 -1.67782  C27 1.090

* 2S+1: 1
* LUMO level: 0.68 eV
* SMILES: Cc1c[nH]c2ccccc12.Cc1ccc(O)cc1
* total charge: 0
* HOMO-LUMO gap: 8.398 eV
* molecular weight: 239.32 g/mol


It comes down to x, which is 34.3 kcal/mol more stable than the next structure.